[1]
The following is a quantum chemistry calculation of the molecule C4H6N2O, from the OMol25 dataset.

Output
F_max, eV/A: 0.682
E_HOMO, eV: -9.4633
Energy above the lowest of the compared OMol25 structures with the same formula, charge and spin, kcal/mol: 75.9
Kohn-Sham gap, eV: 10.2519
SMILES string: [H]/N=c1\cc(C)[nH]o1

Each line ends with the Löwdin charge.
Positions of all 13 atoms, in Å:
O -1.53638 -1.24166 0.16884  -0.05
N -0.79959 -0.71456 -0.94140  0.06
N -0.26264 -1.93880 1.91328  0.17
C 0.58790 1.34502 -1.33004  -0.03
C -0.14132 0.38095 0.94594  0.04
C -0.67407 -0.97687 1.21119  -0.46
C -0.09576 0.42178 -0.38550  -0.31
H -0.13291 1.78537 -2.02372  0.09
H 1.32598 0.79213 -1.92426  0.09
H -0.10255 -1.46776 -1.03643  0.14
H 0.23864 1.09249 1.66649  0.11
H 0.48009 -1.61849 2.52980  0.06
H 1.11263 2.14040 -0.79419  0.08

***

[2]
The following is a quantum chemistry calculation of a 3-piece molecular cluster, C4H6N2O overall at a distorted geometry, from the OMol25 dataset.

Output
F_max, eV/A: 5.392
E_HOMO, eV: -9.6960
Energy above the lowest of the compared OMol25 structures with the same formula, charge and spin, kcal/mol: 77.3
Kohn-Sham gap, eV: 10.3799
SMILES string: C=C=C.C=O.N#N

Each line ends with the Löwdin charge.
Positions of all 13 atoms, in Å:
O 3.75375 1.15176 -2.08461  -0.04
N 0.86852 -0.56102 0.87514  0.07
N 0.64181 -1.44313 0.26906  0.04
C 3.85147 -0.05614 -2.23367  -0.15
C -2.09656 -0.61025 1.71990  -0.20
C -2.15990 -0.39948 3.05613  -0.01
C -2.15952 -0.50087 0.44927  -0.04
H 4.88025 -0.46686 -1.87804  0.09
H -1.74256 0.51540 3.55773  0.07
H 3.17520 -0.78904 -2.72896  0.08
H -2.83733 0.08393 -0.09032  0.05
H -2.69227 -0.98772 3.81150  0.04
H -1.36404 -1.02195 -0.05428  -0.01

***

[3]
The following is a quantum chemistry calculation of the molecule C4H6N2O, from the OMol25 dataset.

Output
F_max, eV/A: 0.396
E_HOMO, eV: -7.2495
Energy above the lowest of the compared OMol25 structures with the same formula, charge and spin, kcal/mol: 29.4
Kohn-Sham gap, eV: 7.8846

Each line ends with the Löwdin charge.
Positions of all 13 atoms, in Å:
O 0.25535 2.10398 -0.54081  -0.03
N 1.40633 -1.02857 0.40794  0.03
N -0.46391 -0.07507 -0.09786  -0.04
C 0.55110 0.95455 -0.20476  -0.48
C 0.10047 -1.24314 0.26973  -0.10
C 1.73139 0.28543 0.13456  -0.03
C -1.81330 0.37118 -0.41747  -0.02
H 2.07848 -1.72909 0.68041  0.16
H -2.43067 -0.38733 -0.89910  0.09
H 2.73311 0.67057 0.20638  0.11
H -0.34599 -2.21692 0.41897  0.14
H -1.65594 1.21937 -1.09108  0.09
H -2.32622 0.77697 0.46077  0.10

***

[4]
The following is a quantum chemistry calculation of C4H6N2O as an isolated structure at a distorted geometry, from the OMol25 dataset.

Output
F_max, eV/A: 6.639
E_HOMO, eV: -9.2821
Energy above the lowest of the compared OMol25 structures with the same formula, charge and spin, kcal/mol: 140.3
Kohn-Sham gap, eV: 9.9522

Each line ends with the Löwdin charge.
Positions of all 13 atoms, in Å:
O 2.02702 -0.99355 -0.15991  -0.05
N 2.66875 0.21557 -0.02581  0.07
N -0.89859 0.85892 -0.46665  -0.03
C 0.38444 0.40940 -0.10780  -0.39
C 1.66799 1.07038 0.06300  -0.07
C -1.72561 -0.40727 0.07020  -0.15
C 0.68684 -0.82083 -0.20093  -0.17
H -1.58551 -0.35832 1.29158  0.12
H -1.30196 -1.63745 -0.31259  0.15
H 0.29285 -1.78838 -0.08026  0.10
H 1.90301 2.18706 -0.14428  0.15
H -2.93214 -0.33845 -0.28309  0.11
H -1.18709 1.60291 0.35653  0.17

***

[5]
The following is a quantum chemistry calculation of the molecule C4H6N2O, from the OMol25 dataset.

Output
F_max, eV/A: 0.577
E_HOMO, eV: -8.4934
Energy above the lowest of the compared OMol25 structures with the same formula, charge and spin, kcal/mol: 68.1
Kohn-Sham gap, eV: 8.8448

Each line ends with the Löwdin charge.
Positions of all 13 atoms, in Å:
O -0.35907 0.76308 -1.46876  0.01
N 0.19082 0.99910 0.81801  0.02
N 1.59984 -0.22120 -0.70513  0.12
C -0.59310 -1.02578 0.13320  -0.01
C 0.25496 0.12359 -0.36434  -0.63
C -1.16008 -0.66916 1.28685  -0.10
C -0.63280 0.65735 1.79412  -0.03
H 1.56990 -0.82544 -1.51991  0.09
H -0.72254 -1.93879 -0.44006  0.12
H 2.08554 0.61845 -1.01251  0.09
H 0.72984 1.85594 0.84015  0.13
H -1.90076 -1.24018 1.83507  0.08
H -1.29083 0.89714 -1.23910  0.11

***

[6]
The following is a quantum chemistry calculation of the molecule C4H6N2O, from the OMol25 dataset.

Output
F_max, eV/A: 0.728
E_HOMO, eV: -6.5427
Energy above the lowest of the compared OMol25 structures with the same formula, charge and spin, kcal/mol: 50.4
Kohn-Sham gap, eV: 7.1378
SMILES string: C=C1NC=C(O)N1

Each line ends with the Löwdin charge.
Positions of all 13 atoms, in Å:
O 2.05372 0.75493 1.54452  0.08
N -0.83600 0.70998 -0.50884  0.06
N 0.61533 -0.67729 0.37452  0.15
C -0.49039 -0.62574 -0.47516  -0.40
C 0.92634 0.60571 0.81400  -0.38
C -1.12358 -1.64475 -1.12325  -0.03
C -0.00202 1.46173 0.35497  -0.05
H -1.41478 -1.53853 -2.15856  0.02
H 1.30738 -1.40143 0.26468  0.16
H -1.80388 0.91145 -0.68599  0.14
H -1.19999 -2.62617 -0.67756  0.02
H -0.16409 2.50963 0.56078  0.11
H 2.16493 1.69005 1.76031  0.12

***

no.,electronic energy (Ha)
1,-340.6740
2,-340.6718
3,-340.7480
4,-340.5714
5,-340.6863
6,-340.7145